1.
A structure of composition C6H15AsMnN3S4 at a distorted geometry, computed with ωB97M-V/def2-TZVPD.

Geometry as XYZ:
```
30
Properties=species:S:1:pos:R:3:mulliken_charge:R:1
Mn 0.18230 0.08357 -0.53370 0.14
C -2.35031 0.75914 -0.70000 -0.81
C -2.46008 -0.69718 -0.21578 -0.48
N -1.18467 -1.45705 -0.15307 -0.24
C -0.95725 -2.11875 1.13534 -0.87
C -0.73055 -1.06993 2.21347 -0.76
N 0.06875 0.02122 1.66944 -0.08
C -0.27486 1.34745 2.15448 -0.88
C -1.48457 1.85585 1.37110 -0.58
N -1.30184 1.59150 -0.06176 -0.15
H -2.11437 0.76422 -1.76437 0.42
H -3.35819 1.18431 -0.57861 0.42
H -2.95760 -0.70789 0.75660 0.28
H -3.16534 -1.14728 -0.91928 0.37
H -1.12592 -2.09589 -0.93853 0.39
H -1.79960 -2.76981 1.39906 0.35
H -0.06649 -2.73897 1.02795 0.45
H -1.69066 -0.67185 2.55077 0.33
H -0.25505 -1.51982 3.09014 0.40
H 1.06934 -0.16017 1.71142 0.42
H -0.49370 1.37018 3.23050 0.34
H 0.58744 1.98651 1.96303 0.42
H -2.41071 1.38390 1.71139 0.25
H -1.59620 2.92881 1.54367 0.44
H -1.22344 2.43399 -0.61560 0.23
S 3.35228 -1.98623 -2.65298 -0.61
As 2.50951 -0.06966 -2.33979 0.42
S 0.27820 -0.21630 -2.77687 -0.47
S 2.43528 0.28998 -0.11206 -0.53
S 3.22430 1.71413 -3.22297 -0.61
```

The spin multiplicity is 2. For the energy above the lowest of the compared OMol25 structures with the same formula, charge and spin, the calculation gives 0.639 eV. The calculation puts the LUMO energy (spin up / spin down) at 2.2 / 2.2 eV. The HOMO energy (spin up / spin down) is -3.182 / -3.154 eV. The charge is -1.



2.
The ion C6H15BF5NO8P3 with charge -1 at a distorted geometry, computed with ωB97M-V/def2-TZVPD.

Geometry as XYZ:
```
39
Properties=species:S:1:pos:R:3:mulliken_charge:R:1
N 2.73975 -0.02752 2.03975 -0.95
P 1.63005 -0.93674 1.31477 1.00
O 0.66949 -1.60815 2.65509 -0.59
O 2.56242 -2.35698 0.78875 -0.62
P 0.42372 0.01096 -0.25224 0.59
C 0.70943 1.80462 0.34862 -0.71
B -0.55067 2.74154 0.84650 0.86
O -1.47713 3.37666 -0.15668 -0.62
O -0.74558 2.91219 2.31326 -0.63
C -1.07056 -0.29331 0.89876 -1.47
C -2.62185 0.18829 0.17660 0.42
C -3.97706 -0.74548 0.74162 -0.68
O -3.66214 0.81247 1.16650 -0.50
C 1.96099 0.31484 -1.36325 0.27
F 3.05425 1.13186 -0.69099 -0.32
F 2.83682 -0.88653 -1.63989 -0.32
C 1.73732 0.97873 -2.81690 0.57
F 0.61823 1.89267 -3.03784 -0.22
F 1.72141 0.00709 -3.97502 -0.24
F 2.97781 1.80183 -3.10282 -0.30
P -0.11338 -1.87926 -1.20472 1.24
O 0.61970 -2.31672 -2.52431 -0.80
O -1.78521 -1.93994 -1.83461 -0.58
O -0.06641 -3.29162 -0.15632 -0.60
H 2.52878 0.03647 3.07614 0.21
H 1.32069 -1.76622 3.41397 0.31
H 3.53925 -2.08234 0.72987 0.32
H -0.49492 0.60043 -1.19995 0.03
H 1.00957 2.47249 -0.60238 0.06
H 1.53158 1.98925 1.13263 0.12
H -0.86661 3.81557 -0.84903 0.32
H -1.67124 2.53436 2.49485 0.33
H -1.04143 0.14687 1.96839 0.53
H -1.35608 -1.44355 1.04901 0.59
H -2.63400 0.53809 -1.02889 0.28
H -4.92607 -0.68036 0.03263 0.24
H -3.97762 -1.14198 1.84222 0.28
H -1.90042 -2.87444 -2.20712 0.28
H 0.74713 -3.83617 -0.38697 0.31
```

The calculation puts the LUMO energy at 2.8 eV. The HOMO energy is -5.551 eV. The charge is -1.



no.,energy (eV)
1,-146437.656
2,-66461.565